Entry 1:
Below is a cluster of 2 separate species, C4H6S in total in a non-equilibrium geometry, with properties calculated with ωB97M-V/def2-TZVPD.

```
11
Properties=species:S:1:pos:R:3:forces:R:3
C 0.453508 -1.068395 -0.846198 2.97 -0.96 -0.58
C -0.730767 -0.808773 -0.379089 -1.78 0.19 -0.33
S -1.531684 -1.530142 1.007837 -0.05 -0.11 0.56
H 1.248879 -1.762490 -0.372994 -1.62 1.22 -0.73
H 0.736081 -0.560437 -1.781211 0.10 -0.34 0.54
H -1.393451 -0.129256 -1.003312 0.66 -0.90 1.21
H -0.543199 -2.277562 1.610749 -0.33 0.64 -0.77
C -0.104673 2.221928 0.506721 0.34 0.33 0.25
C 1.045259 1.905918 0.526560 -1.39 0.29 -0.27
H -1.092376 2.560968 0.496315 -0.78 0.25 0.15
H 1.912424 1.448242 0.234623 1.86 -0.61 -0.03
```
Positions in Å, forces in eV/Å.

Calculated values
HOMO: -8.673 eV
Gap between HOMO and LUMO: 9.609 eV
Energy above the lowest of the compared OMol25 structures with the same formula, charge and spin: 283.6 kJ/mol
2S+1: 1



Entry 2:
Below is the molecule C4H6S2 in a non-equilibrium geometry, with properties calculated with ωB97M-V/def2-TZVPD.

```
12
Properties=species:S:1:pos:R:3:forces:R:3
C 0.474644 -1.041955 -0.770283 0.10 -0.61 1.15
C -0.170999 -0.279718 0.707728 -0.07 0.10 -4.13
C 0.714573 1.035583 0.478887 -0.66 1.16 4.42
S -0.736109 2.155526 -0.354735 1.63 -3.55 2.15
C -1.424846 0.546031 0.219603 -0.42 -0.71 -0.71
S -2.959834 0.108809 -0.036242 0.32 -0.08 0.45
H 0.066522 -2.117437 -0.842579 0.42 1.84 -0.27
H 1.682764 -1.168506 -0.576898 -3.14 0.50 -0.61
H 0.213809 -0.346410 -1.718004 0.69 -1.79 2.34
H -0.298147 -1.157015 1.546345 0.63 2.94 -1.80
H 1.455692 0.783550 -0.270333 0.57 0.95 0.65
H 0.981936 1.481545 1.616511 -0.06 -0.75 -3.62
```
Positions in Å, forces in eV/Å.

Calculated values
HOMO: -8.628 eV
Gap between HOMO and LUMO: 8.422 eV
Energy above the lowest of the compared OMol25 structures with the same formula, charge and spin: 335.3 kJ/mol
2S+1: 1



Entry 3:
Below is the molecule C4H6S2 in a non-equilibrium geometry, with properties calculated with ωB97M-V/def2-TZVPD.

```
12
Properties=species:S:1:pos:R:3:forces:R:3
C -0.673791 1.359867 0.140764 0.93 -0.16 0.54
S -1.943443 -0.008725 -0.013116 0.18 0.42 -0.25
C -0.653446 -1.334137 -0.133482 -0.12 -1.58 0.49
C 0.535077 -0.592108 0.412138 -0.02 -0.92 -0.55
S 2.179100 -0.006793 -0.010369 0.09 0.12 -0.17
C 0.540052 0.622638 -0.402433 -0.67 0.92 0.11
H -0.926798 2.293348 -0.318261 -0.48 0.25 -0.55
H -0.522435 1.509229 1.187354 -0.08 0.47 0.73
H -0.568402 -1.723348 -1.148466 0.15 0.23 0.03
H -0.966355 -2.164876 0.520677 0.02 0.30 -0.27
H 0.413091 -0.406665 1.456827 -0.24 0.16 0.55
H 0.313023 0.403038 -1.424295 0.24 -0.21 -0.66
```
Positions in Å, forces in eV/Å.

Calculated values
HOMO: -8.976 eV
Gap between HOMO and LUMO: 9.548 eV
Energy above the lowest of the compared OMol25 structures with the same formula, charge and spin: 192.4 kJ/mol
2S+1: 1



Entry 4:
Below is a structure of composition C4H6S2 in a non-equilibrium geometry, with properties calculated with ωB97M-V/def2-TZVPD.

```
12
Properties=species:S:1:pos:R:3:forces:R:3
C -0.959332 -0.152287 1.315592 -0.29 0.45 1.02
C -0.114379 0.474440 0.530642 1.12 3.22 -0.77
C -1.001501 -1.349295 0.344573 4.30 -0.18 3.59
C -0.035849 -0.523938 -0.553014 1.75 -0.18 -0.29
S 1.597480 2.300516 -1.520841 1.88 -1.47 -1.01
S 0.904850 2.577313 0.286616 -1.74 -2.85 1.76
H -1.385877 0.075416 2.297512 0.04 -0.27 -0.55
H -0.590251 -2.255505 0.962793 -0.58 1.29 -1.87
H -1.906791 -1.491260 -0.032043 -3.87 -0.94 -1.75
H -0.194135 -0.197666 -1.550924 -1.75 0.41 -0.87
H 0.960437 -0.875200 -0.793153 0.55 -0.82 0.98
H 2.725347 1.417466 -1.287753 -1.40 1.34 -0.25
```
Positions in Å, forces in eV/Å.

Calculated values
HOMO: -8.570 eV
Gap between HOMO and LUMO: 8.759 eV
Energy above the lowest of the compared OMol25 structures with the same formula, charge and spin: 336.4 kJ/mol
2S+1: 1



Number 1: energy -554.06416 a.u.. Number 2: energy -952.24168 a.u.. Number 3: energy -952.29612 a.u.. Number 4: energy -952.24125 a.u..